This record from OMol25 describes C5H8O in the gas phase at a distorted geometry. The level of theory is wB97M-V/def2-TZVPD.

Output
* E_HOMO: -0.2594 Eh
* largest force on an atom: 5.04 eV/Å
* ΔE to the lowest compared entry with this formula, charge and spin: 9.3585 eV

```
14
Properties=species:S:1:pos:R:3:nbo_charge:R:1
C 2.41 -0.08 0.04 -0.39
C -2.73 -0.06 -0.10 -0.35
C -1.37 0.06 -0.02 0.20
O -1.06 -1.61 0.34 -0.81
C -0.20 0.62 -0.44 -0.22
C 1.12 0.64 0.35 -0.53
H 1.73 1.32 -0.27 0.34
H 2.66 -0.95 0.58 0.20
H 3.01 0.28 -0.71 0.18
H -3.45 0.82 -0.09 0.21
H -3.09 -1.00 0.22 0.23
H -0.04 -1.68 0.26 0.45
H 0.09 0.70 -1.53 0.22
H 0.93 0.95 1.36 0.27
```

=====

This record from OMol25 describes C5H8O in the gas phase. The level of theory is wB97M-V/def2-TZVPD.

Output
* E_HOMO: -0.3692 Eh
* largest force on an atom: 0.64 eV/Å
* ΔE to the lowest compared entry with this formula, charge and spin: 4.0799 eV

```
14
Properties=species:S:1:pos:R:3:nbo_charge:R:1
C 1.52 0.57 0.59 -0.60
C 0.20 1.29 0.31 -0.41
C -0.62 0.60 -0.75 -0.34
C -1.12 0.66 -1.93 0.15
C -1.19 -0.86 -0.50 -0.07
O -0.29 -1.88 -0.84 -0.71
H 2.15 0.56 -0.30 0.21
H 2.06 1.07 1.40 0.21
H 1.34 -0.47 0.88 0.22
H -0.41 1.33 1.23 0.22
H 0.38 2.32 0.01 0.23
H -2.19 -1.03 -0.92 0.21
H -1.29 -0.87 0.59 0.21
H -0.26 -1.92 -1.80 0.48
```

=====

This record from OMol25 describes C5H8O in the gas phase. The level of theory is wB97M-V/def2-TZVPD.

Output
* E_HOMO: -0.3252 Eh
* largest force on an atom: 0.36 eV/Å
* ΔE to the lowest compared entry with this formula, charge and spin: 1.4155 eV

```
14
Properties=species:S:1:pos:R:3:nbo_charge:R:1
C 1.00 -0.64 -1.35 -0.42
C 1.35 -0.42 -0.08 -0.18
C 0.39 -0.28 1.08 -0.50
C -1.08 -0.24 0.74 -0.33
C -1.63 0.74 0.02 0.16
O -0.96 1.78 -0.54 -0.68
H 1.76 -0.74 -2.13 0.21
H -0.04 -0.76 -1.65 0.21
H 2.40 -0.33 0.17 0.20
H 0.66 0.64 1.62 0.22
H 0.58 -1.10 1.79 0.23
H -1.73 -1.03 1.10 0.22
H -2.69 0.80 -0.18 0.18
H -0.02 1.57 -0.57 0.49
```

=====

This record from OMol25 describes C5H8O as an isolated structure at a distorted geometry. The level of theory is wB97M-V/def2-TZVPD.

Output
* E_HOMO: -0.3034 Eh
* largest force on an atom: 2.53 eV/Å
* ΔE to the lowest compared entry with this formula, charge and spin: 4.4517 eV

```
14
Properties=species:S:1:pos:R:3:nbo_charge:R:1
C -0.15 -1.30 -0.66 -0.83
C -0.82 1.35 -0.40 -0.67
C 1.47 -0.67 0.21 0.63
C 0.97 0.25 1.10 -0.51
C -0.38 0.51 0.76 0.14
O 2.42 -1.35 -0.03 -0.54
H 1.46 0.55 2.02 0.23
H -1.11 0.51 1.57 0.19
H 0.13 -2.33 -0.43 0.23
H -1.23 -1.24 -0.45 0.21
H 0.03 -1.05 -1.70 0.21
H -0.10 1.34 -1.21 0.23
H -0.89 2.37 -0.02 0.25
H -1.81 1.07 -0.77 0.22
```

=====

This record from OMol25 describes C5H8O as an isolated structure. The level of theory is wB97M-V/def2-TZVPD.

Output
* E_HOMO: -0.2971 Eh
* largest force on an atom: 0.90 eV/Å
* ΔE to the lowest compared entry with this formula, charge and spin: 4.5973 eV

```
14
Properties=species:S:1:pos:R:3:nbo_charge:R:1
O 1.32 -0.04 1.89 -0.70
C 0.71 -0.06 0.65 0.39
C -0.75 -0.36 0.81 -0.46
C -0.76 0.10 -0.65 -0.30
C 0.34 1.10 -0.35 -0.43
C -0.03 -1.03 -1.25 -0.39
H 2.25 0.22 1.95 0.49
H -1.20 0.35 1.52 0.20
H -1.02 -1.39 1.06 0.21
H -1.59 0.61 -1.13 0.22
H 0.90 1.42 -1.25 0.21
H -0.08 2.00 0.14 0.19
H -0.44 -2.04 -1.11 0.19
H 0.35 -0.89 -2.27 0.19
```

=====

This record from OMol25 describes C5H8O in the gas phase. The level of theory is wB97M-V/def2-TZVPD.

Output
* E_HOMO: -0.3140 Eh
* largest force on an atom: 0.61 eV/Å
* ΔE to the lowest compared entry with this formula, charge and spin: 4.2436 eV

```
14
Properties=species:S:1:pos:R:3:nbo_charge:R:1
C -0.16 1.45 -0.85 -0.61
C 0.51 0.10 -0.84 -0.23
C 1.16 -0.41 0.43 -0.46
C -0.04 -1.09 -0.11 0.06
C -1.27 -0.49 1.77 0.07
O -1.26 -1.12 0.63 -0.46
H -0.61 1.69 0.11 0.22
H 0.59 2.22 -1.07 0.22
H -0.93 1.50 -1.62 0.21
H 1.01 -0.17 -1.77 0.22
H 0.99 0.19 1.32 0.26
H 2.10 -0.96 0.40 0.22
H 0.05 -2.07 -0.57 0.20
H -2.17 -0.91 2.26 0.08
```

=====

This record from OMol25 describes C5H8O in the gas phase. The level of theory is wB97M-V/def2-TZVPD.

Output
* E_HOMO: -0.3402 Eh
* largest force on an atom: 0.53 eV/Å
* ΔE to the lowest compared entry with this formula, charge and spin: 1.7950 eV

```
14
Properties=species:S:1:pos:R:3:nbo_charge:R:1
C 0.99 -1.10 0.60 -0.06
C 0.20 -0.90 -0.68 -0.43
C -0.93 0.03 -0.21 -0.27
C -0.55 1.45 -0.54 -0.44
C -0.19 0.84 0.81 0.08
O 1.03 0.22 1.15 -0.52
H 2.02 -1.44 0.45 0.19
H 0.49 -1.81 1.29 0.16
H 0.85 -0.30 -1.33 0.20
H -0.11 -1.79 -1.22 0.22
H -1.95 -0.33 -0.09 0.22
H 0.09 1.54 -1.41 0.21
H -1.28 2.25 -0.47 0.22
H -0.66 1.32 1.65 0.20
```

=====

This record from OMol25 describes C5H8O as an isolated structure at a distorted geometry. The level of theory is wB97M-V/def2-TZVPD.

Output
* E_HOMO (alpha / beta): -0.2883 / -0.2779 Eh
* largest force on an atom: 1.04 eV/Å
* ΔE to the lowest compared entry with this formula, charge and spin: 5.7558 eV

```
14
Properties=species:S:1:pos:R:3:nbo_charge:R:1
C 0.86 -0.33 -0.50 0.11
C 0.33 -1.48 0.24 -0.53
C -0.95 -0.88 0.84 -0.18
C -1.15 0.44 0.69 -0.29
C -0.05 1.26 0.20 0.09
O 1.19 0.75 0.32 -0.47
H 1.30 1.14 -1.95 0.01
H 0.28 -0.12 -1.39 0.18
H 0.13 -2.32 -0.44 0.22
H 1.01 -1.82 1.04 0.24
H -1.58 -1.48 1.49 0.21
H -2.06 0.94 0.98 0.23
H -0.10 2.35 0.13 0.20
H 0.76 1.64 -1.79 -0.03
```

=====

This record from OMol25 describes C5H8O in the gas phase at a distorted geometry. The level of theory is wB97M-V/def2-TZVPD.

Output
* E_HOMO: -0.3419 Eh
* largest force on an atom: 1.28 eV/Å
* ΔE to the lowest compared entry with this formula, charge and spin: 1.0885 eV

```
14
Properties=species:S:1:pos:R:3:nbo_charge:R:1
O 1.27 1.73 -0.26 -0.71
C 0.04 1.04 -0.12 0.11
C -0.03 -0.12 -1.19 -0.47
C -0.09 -1.39 -0.39 -0.20
C -0.30 -1.16 0.90 -0.19
C -0.41 0.33 1.20 -0.48
H 1.99 1.12 -0.43 0.46
H -0.69 1.82 -0.33 0.18
H 0.86 -0.11 -1.84 0.21
H -0.89 -0.05 -1.87 0.22
H 0.06 -2.36 -0.84 0.21
H -0.37 -1.96 1.64 0.21
H -1.47 0.59 1.34 0.21
H 0.03 0.53 2.20 0.23
```

=====

This record from OMol25 describes C5H8O as an isolated structure at a distorted geometry. The level of theory is wB97M-V/def2-TZVPD.

Output
* E_HOMO: -0.3174 Eh
* largest force on an atom: 2.45 eV/Å
* ΔE to the lowest compared entry with this formula, charge and spin: 4.4370 eV

```
14
Properties=species:S:1:pos:R:3:nbo_charge:R:1
C -1.31 0.92 -0.36 -0.42
C -1.45 -0.33 0.38 -0.41
C 0.15 0.28 -0.35 -0.04
C 1.00 -0.97 -0.74 -0.08
O 1.67 -0.87 0.54 -0.54
C 1.35 0.53 0.58 -0.09
H -1.88 1.04 -1.28 0.22
H -1.38 1.80 0.29 0.22
H -1.69 -0.34 1.45 0.21
H -2.02 -1.13 -0.13 0.20
H 0.37 -1.84 -0.86 0.19
H 1.80 -0.99 -1.51 0.18
H 1.09 0.95 1.55 0.18
H 2.27 1.08 0.24 0.18
```